# C21H43CoN2OP3

A molecular structure, C21H43CoN2OP3 (ωB97M-V/def2-TZVPD, OMol25).

Structure (ORCA input):
```
! RIJCOSX wB97M-V def2-TZVPD def2/J DEFGRID3
* xyz 3 5
Co 0.140 -0.066 0.628
P -0.387 2.006 1.104
P 1.575 -0.535 2.221
P -1.619 -1.098 1.342
H 0.507 -1.892 -1.939
C 0.669 -1.120 -1.176
C 0.078 0.190 -1.662
H 0.138 1.033 -0.931
C 0.543 3.233 0.100
C -0.119 2.601 2.814
C -2.123 2.485 0.741
C 2.445 -2.136 1.991
C 2.949 0.579 2.689
C 0.863 -0.836 3.901
C -3.159 -1.160 0.348
C -2.352 -0.632 2.966
C -1.273 -2.893 1.556
H 0.264 -1.635 -0.255
H 0.780 0.551 -2.427
H 0.310 3.120 -0.968
H 1.625 3.103 0.239
H 0.260 4.247 0.417
H 0.954 2.699 3.026
H -0.565 1.917 3.547
H -0.594 3.587 2.913
H -2.347 2.375 -0.330
H -2.259 3.539 1.020
H -2.831 1.873 1.315
H 2.916 -2.430 2.938
H 3.216 -2.023 1.222
H 1.740 -2.921 1.688
H 3.186 0.452 3.753
H 2.685 1.628 2.507
H 3.831 0.328 2.089
H 0.254 -1.747 3.917
H 0.253 0.015 4.226
H 1.697 -0.960 4.607
H -3.941 -1.656 0.941
H -3.004 -1.724 -0.580
H -3.506 -0.151 0.091
H -3.392 -0.989 2.991
H -2.358 0.457 3.106
H -1.805 -1.095 3.795
H -2.229 -3.430 1.623
H -0.690 -3.084 2.466
H -0.715 -3.284 0.694
C -1.690 1.234 -3.303
C -1.352 0.170 -2.294
C -1.853 -1.111 -2.857
C -3.103 -1.104 -3.440
C -3.722 0.106 -3.809
C -2.982 1.292 -3.785
O -0.785 2.123 -3.774
H 0.009 1.692 -4.053
H -2.051 0.422 -1.459
H -1.331 -2.040 -2.616
H -3.618 -2.049 -3.638
H -4.738 0.112 -4.198
H -3.359 2.220 -4.217
C 3.026 -1.359 -3.425
N 2.928 -0.548 -2.228
C 3.746 0.472 -1.885
C 3.457 0.849 -0.576
N 2.486 0.070 -0.093
C 2.191 -0.972 -1.044
H 3.132 -0.718 -4.312
H 3.896 -2.033 -3.383
H 2.114 -1.960 -3.527
H 4.462 0.909 -2.568
H 3.943 1.657 -0.038
H 2.586 -1.957 -0.736
*
```

<S²>: 6.063
Frontier orbital gap (alpha / beta), Ha: 0.096 / 0.155
Maximum force, eV/A: 4.13
E_tot, Eh: -3416.4242
LUMO energy (alpha / beta), eV: -11.975 / -11.984

# C40H33BrF9N8O5PSV

A molecular structure, C40H33BrF9N8O5PSV (ωB97M-V/def2-TZVPD, OMol25).

Structure (ORCA input):
```
! RIJCOSX wB97M-V def2-TZVPD def2/J DEFGRID3
* xyz 0 4
V 0.705 0.005 -0.278
N 3.651 0.999 7.049
C 3.624 0.784 5.680
C 2.565 1.277 4.908
C 2.563 1.119 3.538
C 3.622 0.451 2.923
C 4.669 -0.054 3.674
C 4.671 0.115 5.048
S 3.614 0.247 1.190
O 3.392 1.558 0.627
O 4.809 -0.445 0.789
N 2.262 -0.617 0.907
C 2.279 -1.847 0.279
N 1.212 -1.924 -0.585
C 1.075 -3.033 -1.305
C 1.966 -4.081 -1.181
C 2.989 -3.921 -0.259
N 3.158 -2.826 0.477
H 2.794 1.261 7.500
H 4.272 0.436 7.601
H 1.745 1.788 5.400
H 1.751 1.513 2.933
H 5.473 -0.579 3.175
H 5.492 -0.274 5.641
H 0.234 -3.057 -1.990
H 1.861 -4.983 -1.765
H 3.712 -4.714 -0.094
N 2.005 0.482 -1.868
C 1.127 0.873 -2.986
C 1.828 0.992 -4.318
C 0.847 1.237 -5.453
C -0.042 2.455 -5.171
N -1.060 2.290 -4.109
C -2.069 1.429 -4.134
N -2.499 0.926 -5.302
N -2.753 1.188 -3.014
C -0.092 -0.077 -2.946
O -0.413 -0.757 -3.930
O -0.736 -0.015 -1.845
H 2.603 1.240 -1.538
H 2.613 -0.282 -2.148
H 0.740 1.854 -2.705
H 2.422 0.094 -4.511
H 2.531 1.830 -4.268
H 0.260 0.335 -5.612
H 1.395 1.449 -6.374
H -0.535 2.796 -6.083
H 0.576 3.286 -4.831
H -0.819 2.634 -3.191
H -1.883 0.984 -6.093
H -3.053 0.087 -5.261
H -2.273 1.306 -2.127
H -3.411 0.427 -3.020
F -4.976 -3.098 3.799
C -4.492 -2.030 3.173
C -5.298 -0.947 2.923
F -6.571 -0.968 3.312
C -4.782 0.154 2.257
F -5.652 1.146 2.046
C -3.472 0.218 1.803
P -2.803 1.523 0.662
C -4.268 1.887 -0.403
C -5.215 0.906 -0.704
C -6.216 1.127 -1.639
C -6.278 2.330 -2.328
C -5.310 3.295 -2.087
C -4.310 3.073 -1.148
C -2.576 2.986 1.873
C -3.666 3.137 2.873
C -3.448 3.164 4.185
C -2.096 3.118 4.751
C -1.040 3.057 3.950
C -1.133 2.853 2.461
C -2.673 -0.887 2.109
Br -0.811 -0.970 1.801
C -3.170 -1.990 2.777
F -2.401 -3.039 3.071
H -5.182 -0.056 -0.200
H -6.957 0.357 -1.819
H -7.066 2.509 -3.050
H -5.326 4.230 -2.634
H -3.570 3.840 -0.983
H -4.657 3.289 2.466
H -4.288 3.288 4.859
H -1.974 3.212 5.822
H -0.033 3.107 4.350
H -0.823 1.816 2.299
F 1.174 7.086 1.569
C 0.968 5.797 1.250
C 0.109 5.007 1.981
F -0.542 5.597 3.002
C -0.122 3.675 1.683
F -2.627 4.151 1.077
C 0.535 3.087 0.577
O 0.340 1.847 0.282
C 1.372 3.919 -0.176
F 1.976 3.441 -1.294
C 1.592 5.237 0.152
F 2.407 5.987 -0.600
*
```

<S²>: 3.759
Frontier orbital gap (alpha / beta), Ha: 0.230 / 0.275
Maximum force, eV/A: 1.89
E_tot, Eh: -7514.7423
LUMO energy (alpha / beta), eV: 0.033 / 0.029

# C42H34HoN3O7S5

A molecular structure, C42H34HoN3O7S5 (ωB97M-V/def2-TZVPD, OMol25).

Structure (ORCA input):
```
! RIJCOSX wB97M-V def2-TZVPD def2/J DEFGRID3
* xyz -2 5
Ho -0.014 0.114 -1.773
O 1.028 0.362 0.196
C 1.454 1.317 1.049
C 0.613 2.642 0.872
C -0.813 2.362 1.169
C -1.435 2.969 2.264
C -2.714 2.591 2.616
C -3.362 1.645 1.839
C -2.711 1.138 0.718
C -3.433 0.302 -0.284
C -3.641 -1.241 -0.164
O -4.245 -1.589 -1.393
C -4.559 -1.579 0.991
C -4.092 -1.477 2.298
C -4.920 -1.796 3.359
C -6.218 -2.222 3.128
C -6.683 -2.338 1.829
C -5.858 -2.014 0.765
C -2.400 -2.120 -0.023
C -1.170 -1.726 0.486
C -0.110 -2.629 0.506
C -0.267 -3.924 0.046
C -1.505 -4.330 -0.422
C -2.555 -3.436 -0.456
N -1.463 1.491 0.397
C 1.417 0.813 2.513
C 1.054 1.570 3.618
C 1.010 1.006 4.884
C 1.377 -0.312 5.078
C 1.798 -1.062 3.994
C 1.807 -0.504 2.732
C 2.954 1.625 0.865
C 3.579 2.785 1.304
C 4.947 2.950 1.157
C 5.717 1.952 0.576
C 5.106 0.782 0.157
C 3.741 0.623 0.305
H 0.730 2.928 -0.170
H 0.974 3.454 1.503
H -0.927 3.750 2.811
H -3.214 3.044 3.463
H -4.369 1.328 2.063
H -2.884 0.419 -1.231
H -4.445 0.704 -0.403
H -3.073 -1.159 2.468
H -4.550 -1.722 4.374
H -6.868 -2.465 3.960
H -7.690 -2.693 1.649
H -6.200 -2.107 -0.256
H -1.022 -0.746 0.914
H 0.846 -2.307 0.883
H 0.573 -4.601 0.028
H -1.651 -5.341 -0.774
H -3.517 -3.741 -0.843
H 0.803 2.613 3.517
H 0.689 1.608 5.726
H 1.333 -0.751 6.067
H 2.123 -2.083 4.138
H 2.128 -1.080 1.881
H 3.016 3.577 1.772
H 5.417 3.862 1.504
H 6.783 2.094 0.455
H 5.698 -0.010 -0.279
H 3.255 -0.281 -0.028
O 5.177 4.143 -1.750
C 4.380 3.878 -2.818
O 4.322 4.654 -3.728
C 3.716 2.560 -2.740
C 4.363 1.335 -2.789
N 3.425 0.388 -2.652
N 2.228 0.920 -2.482
C 2.350 2.234 -2.553
C 1.071 3.054 -2.384
O 1.161 4.267 -2.229
O 0.015 2.354 -2.375
H 5.090 3.471 -1.052
H 5.399 1.104 -2.943
H 3.470 -0.635 -2.589
S 2.121 -5.810 -6.433
C 1.793 -4.502 -5.480
S 2.089 -4.453 -3.774
C 1.606 -2.785 -3.489
C 1.129 -2.101 -4.568
S 0.626 -0.471 -4.621
S 1.105 -3.024 -6.076
S 1.854 -2.143 -1.901
C -2.483 -0.393 -3.815
O -1.973 -0.743 -2.571
H -3.584 -0.266 -3.775
H -2.280 -1.173 -4.566
H -2.069 0.554 -4.204
H -3.489 -1.447 -2.025
*
```

<S²>: 6.004
Frontier orbital gap, Ha: 0.194
Maximum force, eV/A: 1.27
E_tot, Eh: -5251.1879
LUMO energy, eV: 3.841